Entry 1
The following is a DFT calculation (the ωB97M-V functional and the def2-TZVPD basis) of C33H85N6NaO8 as an isolated structure.

Output
E_HOMO = -5.5 eV
Lowest unoccupied orbital energy = -2.1372 eV

Geometry as ORCA input:
```
! RIJCOSX wB97M-V def2-TZVPD def2/J DEFGRID3
* xyz 0 1
C -8.5473 -0.5282 -3.2572
H -2.3578 5.6634 1.1870
H 7.7787 5.2828 6.2992
C -3.7173 -0.0734 -3.9086
N 6.3769 -2.9259 0.2420
C -7.8571 -2.4309 -4.7285
H -3.9528 -5.8827 0.0768
H 4.0104 -1.7911 -4.7346
O -5.8860 -1.5194 -2.5852
C -7.4637 -0.9693 -4.3435
C -3.6143 1.3065 3.7589
O 6.9152 -4.2271 2.9191
H 5.5316 -2.5110 0.6073
C 6.2179 -4.3366 0.5388
H -4.9672 -2.5619 -5.9756
H 1.7320 -1.1097 0.7842
H 2.7183 -5.0108 -3.6411
H 1.9505 -2.5530 -4.0434
H -2.9604 2.0391 4.2321
H 8.0435 4.4712 8.9595
H 2.1126 -0.1488 2.2770
H -3.6848 -0.4097 -2.8723
Na 3.1210 3.3479 -3.5948
H -3.1676 2.0824 1.0427
H 5.4019 2.1946 5.8820
C 6.7118 -4.4494 4.2870
H 5.5913 -5.6133 2.1931
H 1.3378 0.9562 -0.5621
H 3.1086 -5.0607 -5.3291
H -6.5199 -8.5462 -0.6675
H -5.1048 -3.9102 2.7785
H -2.7777 -0.4500 -4.3129
O 3.1999 1.3302 0.1501
C -4.5460 1.9738 2.6950
H 2.4113 8.1713 -0.2799
O -5.5705 -7.9901 0.8924
O 8.3132 3.5682 7.1257
H -5.9133 -5.0735 3.6609
H -3.3891 4.9237 0.0359
H -5.8404 -5.0431 1.1289
H 5.8140 7.3171 -0.9677
H 6.3108 1.5624 4.5119
H 7.6195 -4.4180 4.8896
H 1.8546 8.5699 -3.2645
C 1.5316 7.7023 -2.6892
H -8.4630 -0.1976 -6.1072
H 1.4290 -4.9324 -4.9093
H -7.6066 0.9673 -5.1126
H -6.3139 -6.7727 -0.5893
C 1.8580 1.0869 0.3868
H 8.4837 -4.4905 0.0981
H -4.6804 2.8917 0.7607
H -3.0233 -5.8240 1.7066
O 3.9128 -2.7212 -4.5181
N -5.1429 -4.8863 3.0350
H 4.9483 -4.0137 2.3212
C -7.5342 -0.0220 -5.5645
H -8.7385 -1.2148 -2.4325
C -4.3841 -2.2402 -5.1127
C 4.8023 7.9200 0.9891
H 8.6753 4.3750 4.2503
H -9.5257 -0.3902 -3.7173
H 5.1019 6.1588 -1.7538
C -4.8962 -0.7952 -4.6166
C -5.4307 -7.1139 2.0217
H 6.4233 4.4117 7.0687
H 3.7422 8.6239 -1.3711
H -7.6311 -3.1466 -3.9381
H -6.3283 -1.2149 -7.0581
H 3.7877 6.1169 0.3939
H 0.5547 -0.1313 1.7113
N -5.5268 1.0021 2.1715
H 6.2359 -5.3930 4.5537
C 6.9417 3.5673 5.1916
H -2.9680 0.5250 3.3593
H 6.2756 -2.8904 -0.7623
C 5.8428 -4.5651 2.0314
H 1.3308 1.8776 0.9206
H -4.2678 0.8501 4.5024
H 7.3310 -5.2075 -1.0176
H -4.5613 -7.5120 2.5449
H -6.2733 -7.3290 2.6788
H 0.7135 8.0203 -2.0430
H 6.1582 4.0793 4.6329
H -7.5121 -7.4646 0.4700
C -5.0897 0.0686 -5.9332
H -3.5471 -4.3818 0.9432
C 1.5745 -0.1792 1.3296
C 2.5968 -3.0919 -4.7362
H 5.0879 8.9058 0.6220
H -3.7504 1.0158 -3.8839
H -1.9088 4.1229 0.3218
H 7.6505 -6.0240 0.4831
H -6.0873 1.7167 1.7295
C -3.9101 2.7264 1.5139
N -6.0997 -0.8099 -3.7596
H -6.6668 0.5328 -7.3747
N 5.3253 6.4471 -0.8119
H 5.6925 7.4937 1.4515
O -3.2355 3.9423 1.9299
C -3.8087 -5.4336 1.0594
C 8.8464 4.1722 8.2857
H -8.9229 -2.6096 -4.8705
H 8.8113 3.0604 5.1100
C 7.5414 -5.0350 0.0379
H -8.2118 0.3955 -2.7858
C -6.5608 -7.6696 -0.0211
H -6.1293 0.5923 2.8710
N 8.1945 3.5090 4.4478
C -6.4552 -0.2249 -6.6202
O 2.6703 7.0726 -2.1154
H 9.4289 5.0421 7.9821
C 7.3040 4.3109 6.4344
H 2.1558 -2.7590 -5.6758
H 6.9685 1.4520 6.0673
H 5.4251 -4.6544 -0.1384
H -3.3767 -2.2058 -5.5277
H 4.0826 8.1734 1.7675
H -4.2961 -0.2198 -6.6224
H 6.1461 -3.6164 4.7045
C -5.1228 -5.5909 1.7397
H -4.3977 -3.0039 -4.3350
H 9.4860 3.4574 8.8035
C 2.4256 -4.6074 -4.6105
H -7.3836 -2.7619 -5.6528
H -5.9526 -0.8374 -1.9129
C 3.1909 7.7889 -0.9387
C -2.6880 4.6857 0.8358
H -5.0721 1.1500 -5.7972
C 6.3951 2.1320 5.4374
C 4.1849 7.0079 -0.0924
H -5.1795 2.6956 3.2106
H 1.0508 7.1230 -3.4775
*
```

---

Entry 2
The following is a DFT calculation (the ωB97M-V functional and the def2-TZVPD basis) of C33H85N6NaO8 as an isolated structure.

Output
E_HOMO = -6.7 eV
Lowest unoccupied orbital energy = -0.7643 eV

Geometry as ORCA input:
```
! RIJCOSX wB97M-V def2-TZVPD def2/J DEFGRID3
* xyz 0 1
H 4.4706 1.4265 -3.4311
H 0.2364 -0.3534 6.0789
H 0.3938 -6.1535 -3.6881
H -1.1462 5.2209 1.5870
H -0.9410 1.0604 -5.1432
H 4.5707 6.5833 4.7744
H -2.1528 -5.2509 -3.1926
N 2.8768 4.8882 0.4241
H -1.7188 4.6158 0.2034
C -4.4595 -0.4209 -1.2345
N -0.0278 1.0673 -4.7118
H 1.0826 1.5654 0.6833
H -5.9230 2.0784 3.0299
C 0.9275 -5.6750 -1.6405
C -4.3854 0.2509 0.1517
C 2.6059 -0.7452 4.4615
H -4.3094 2.0789 0.8734
H 2.7250 5.8863 0.4545
H -3.3461 -4.4150 -0.1009
H 2.4783 -4.1649 -1.1457
C -3.1830 3.8931 2.2066
H 0.9238 -0.1891 -7.0829
C -0.7920 -3.5273 -0.4451
H -5.4365 -0.2891 -1.6996
H 3.0487 2.3396 1.6520
C 3.1763 -2.2950 -3.3400
H -1.5825 -0.6314 2.9198
H -0.0697 -1.5185 2.5325
N -0.4540 -5.8641 -1.1512
H -0.2706 -0.2465 -1.4080
H -1.4599 -2.6660 -0.4409
O -0.4785 -1.3923 4.5442
C 3.1975 5.6605 2.7806
C 2.6957 4.5433 1.8418
H 3.5224 -3.3033 -3.5668
C -0.8495 2.9934 2.8996
H 3.9788 -1.5869 -3.5464
C 0.0923 -0.1858 5.0115
H 3.8739 4.8360 0.2721
H 1.0987 -2.3919 -0.3161
C 3.5229 3.2285 2.0681
H -4.3313 -1.4991 -1.1395
H 2.4128 1.1978 5.6328
H 3.5551 -0.3725 4.0767
H 3.0691 7.3851 4.6848
H -1.9454 2.4849 1.0908
H -1.1500 -3.8071 -3.1089
C -0.2548 0.7207 -0.9057
H 0.6104 -2.6486 -1.9816
C 0.3866 -0.3060 -4.8631
H 1.5965 -0.3296 -3.1688
H -2.7085 -0.1334 -4.0120
H 1.6191 4.3990 1.9324
N 1.8479 1.4551 4.8361
H -5.4416 0.2486 2.0014
C -3.5906 -0.4704 -3.4676
H -0.5865 3.8434 3.5294
H 2.9204 -6.5690 -1.2323
O -3.9411 2.7798 2.7909
H -1.2597 0.8391 -0.5005
O 3.0767 5.4061 4.1335
H 0.2853 -1.7027 -6.4735
O 2.6994 2.6586 -1.6560
H -3.4798 -1.5541 -3.4296
H -3.1636 4.7619 2.8645
H 1.6105 -4.5735 0.1804
H 5.7356 1.1088 -2.3485
C -2.7154 -5.2511 -0.4030
H 2.0673 -5.6612 -3.4909
C 3.5054 6.4183 4.9358
H -5.6195 3.7034 3.8029
H 1.1487 0.4354 3.2032
C -1.9149 -4.3789 -2.5834
C 1.0510 -5.4757 -3.1432
H 0.7921 -4.4708 -3.4766
H -1.2630 2.3504 3.6766
N -1.1241 4.4050 0.9921
H 1.8686 -7.7184 -1.8300
O -3.4925 0.1425 -2.1718
H 2.3229 -1.6510 3.9252
C 1.4503 -4.4184 -0.8865
C 0.7333 0.6437 0.2179
H 1.5960 0.0142 -0.0003
O -0.9223 -7.0857 -1.5661
H 4.1463 6.1355 2.5315
H 3.9380 1.7352 -0.4410
H 0.0181 2.3806 2.6551
H -3.3827 0.1953 0.5754
H -0.3689 -0.8393 -4.2860
H -0.7006 -3.7132 0.6250
C -0.9531 -1.4854 3.1701
C 0.1996 -0.6192 -6.3911
C 0.6375 -3.1099 -0.9944
H -1.5704 -2.3606 2.9674
H -3.6612 4.1924 1.2739
C 1.3950 0.2481 4.2483
H 3.3805 6.1266 5.9786
C 4.6485 1.1804 -2.3842
C 1.8560 -6.8039 -1.2370
H -6.4203 -0.4146 0.6478
N -4.5416 1.6553 -0.0136
H 2.4982 0.1320 -4.5971
H 4.1719 0.2131 -2.2253
H -2.7889 -3.7485 -2.4197
O 2.1269 -1.9799 -4.3011
H 1.5948 -7.0563 -0.2093
H -4.5120 -0.2349 -4.0001
C -5.4274 -0.3541 1.0933
H -5.7488 3.4632 2.0389
H -5.4807 1.8515 -0.3292
C -1.4494 -4.7895 -1.1878
C -1.8276 3.3496 1.7439
H -0.1185 1.1880 -3.7132
H -2.4283 -5.7568 0.5189
Na -2.8720 2.3573 -1.7313
H 2.5069 6.4896 2.6266
H 3.6418 3.0205 3.1314
H -0.6867 0.5631 4.8684
H 0.2912 0.2211 1.1201
C 4.0609 2.2190 -1.4100
H -3.3035 -5.9296 -1.0209
O 0.1206 1.6733 -1.8962
H 2.8808 -2.1601 -2.2995
C -5.3956 3.0307 2.9750
H 4.4921 3.4714 1.6325
H 2.6744 -1.0935 5.4921
C 1.7253 -0.5433 -4.2299
H -0.7597 -0.3138 -6.8089
H -5.0932 -1.3276 1.4521
H 4.6546 3.1330 -1.3905
H 2.4940 1.9123 4.2087
H -0.3268 -7.6998 -1.1304
H 2.0955 1.9198 -1.7607
*
```

---

Which of them is least stable? Easy: entry 1.